This record from the OMol25 dataset describes a molecular structure, C30H24GeN3O6Pd at a distorted geometry. The level of theory is ωB97M-V with the def2-TZVPD basis set.

Properties
- HOMO (alpha / beta): -14.25 / -14.25 eV
- Calculated total energy: -108231.361 eV
- Total charge: +2
- Expectation value of S²: 0.777
- Spin multiplicity: 2
- Kohn-Sham gap (alpha / beta): 4.89 / 4.40 eV
- Molar mass: 701.6 g/mol

XYZ file:
```
65
C30H24GeN3O6Pd, DFT ωB97M-V with the def2-TZVPD basis set
Pd -0.212 1.001 -0.175
Ge -0.707 -1.344 -0.557
O -2.410 1.402 0.489
O -0.604 1.124 6.135
O -3.838 1.197 2.212
O 1.894 1.047 0.708
O 3.070 0.535 2.545
O -0.357 7.625 0.723
N -0.344 1.118 2.074
N -0.133 3.072 -1.050
N -1.530 7.972 -1.169
C 0.755 0.981 2.790
C 0.070 -4.455 -1.673
C 2.579 -2.973 2.536
C 2.084 0.831 1.923
C 0.276 -2.494 2.042
C -0.555 5.785 -0.731
C 0.498 -3.770 -3.969
C -2.767 1.283 1.677
C 0.576 -5.135 -4.320
C -0.803 7.233 -0.329
C 0.751 0.959 4.165
C 0.817 3.835 -0.507
C -2.456 -2.242 -0.178
C -1.648 1.205 4.041
C 0.713 -1.417 -4.534
C 0.638 5.196 -0.323
C 0.094 -2.050 -2.282
C 0.735 -2.749 -4.907
C 0.677 -1.982 0.821
C -0.482 1.097 4.828
C 0.410 -6.126 -3.374
C 0.430 -1.078 -3.215
C -1.504 4.994 -1.366
C 2.970 -2.410 1.334
C -1.517 1.205 2.677
C 0.203 -3.419 -2.616
C 1.243 -3.008 2.896
C 2.016 -1.900 0.470
C -1.257 3.631 -1.486
C 0.152 -5.782 -2.047
H 0.973 -3.022 -5.924
H 0.940 -3.430 3.841
H -2.338 -3.323 -0.139
H -2.444 5.396 -1.713
H 2.315 -1.443 -0.465
H -1.840 7.666 -2.072
H -0.043 -4.184 -0.631
H 1.676 0.842 4.712
H -3.164 -2.002 -0.969
H 0.037 -6.557 -1.306
H 1.396 5.788 0.165
H 0.419 -0.029 -2.903
H -2.615 1.281 4.510
H 3.326 -3.378 3.203
H 0.748 -5.392 -5.354
H -1.995 2.982 -1.947
H -2.883 -1.894 0.761
H 1.740 3.351 -0.202
H -1.668 8.942 -0.923
H 0.922 -0.646 -5.262
H 4.014 -2.348 1.068
H 0.242 1.088 6.608
H -0.769 -2.522 2.324
H 0.481 -7.163 -3.658
```

***

This record from the OMol25 dataset describes a molecular structure, C21H28B2F4MgN7O4 at a distorted geometry. The level of theory is ωB97M-V with the def2-TZVPD basis set.

Properties
- HOMO (alpha / beta): -12.00 / -12.00 eV
- Calculated total energy: -58517.020 eV
- Total charge: +1
- Kohn-Sham gap (alpha / beta): 6.29 / 6.29 eV
- ΔE to the lowest compared entry with this formula, charge and spin: 0.089 eV
- Molar mass: 564.4 g/mol

XYZ file:
```
67
C21H28B2F4MgN7O4, DFT ωB97M-V with the def2-TZVPD basis set
Mg -0.825 0.039 -0.807
F 0.459 -3.003 -3.525
F -0.215 -1.885 -1.583
F -1.273 4.685 0.207
F -0.381 3.762 -1.778
O -2.212 2.804 -0.589
O -0.560 -0.928 -3.741
O 1.684 -1.180 -2.873
O 0.012 2.736 0.308
N -1.956 1.695 -1.309
N 1.802 -0.361 -1.801
N 3.313 -7.254 4.022
N 0.463 1.664 -0.415
N -1.480 -0.680 1.086
N -1.075 0.006 -2.867
N -2.047 0.340 1.887
C -1.504 0.524 3.231
C 2.404 -4.042 3.221
C -2.534 1.704 -2.481
C -3.583 2.665 -2.952
C -2.074 0.677 -3.362
C 2.684 1.466 -3.211
C 2.877 -5.186 2.574
C 2.321 3.207 -0.771
C -0.052 1.007 3.313
C -2.740 0.333 -4.664
C 2.511 -2.891 1.103
C -1.789 -0.728 4.042
C 2.991 -4.056 0.485
C -2.373 1.700 3.753
C 2.217 -2.874 2.504
C 2.049 0.965 -1.959
C 3.048 -6.335 3.366
C 1.620 1.904 -0.999
C 2.026 -0.949 -0.620
C 3.157 -5.213 1.221
C 2.289 -1.791 0.245
B 0.328 -1.745 -2.964
B -0.963 3.513 -0.470
H -2.207 2.597 3.156
H -1.925 1.242 1.429
H 3.201 -4.008 -0.594
H 3.526 -6.150 0.771
H -0.760 -1.194 1.603
H -3.783 3.382 -2.148
H -3.708 -0.120 -4.546
H -3.247 3.202 -3.838
H -1.683 -0.499 5.106
H 2.594 0.779 -4.054
H -1.054 -1.517 3.873
H 2.368 3.373 0.311
H 3.747 1.730 -3.012
H -2.089 -0.371 -5.179
H 2.196 2.401 -3.461
H -2.204 -1.363 0.883
H -2.826 1.213 -5.307
H 2.194 -4.058 4.287
H -2.046 1.947 4.758
H 3.330 3.191 -1.143
H 0.156 1.185 4.375
H 1.890 -1.942 2.978
H -2.815 -1.077 3.881
H 1.763 4.040 -1.204
H -4.529 2.133 -3.201
H 0.649 0.252 2.977
H -3.424 1.438 3.774
H 0.071 1.900 2.699
```